(1)
Density functional theory data (ωB97M-V/def2-TZVPD) for a 2-piece molecular cluster, C5H8O2 overall.

Element x y z (Å)
C  -1.641  0.098  -0.133
C  -0.653  1.023  0.529
C  0.330  1.661  -0.108
O  0.785  1.259  -1.348
H  -2.311  0.797  -0.643
H  -1.254  -0.597  -0.886
H  -2.240  -0.475  0.580
H  -0.885  1.344  1.546
H  0.684  2.627  0.246
H  1.380  1.926  -1.714
C  1.164  -1.396  0.495
C  1.055  -2.674  0.216
O  0.907  -3.813  -0.017
H  1.297  -0.651  -0.286
H  1.382  -1.130  1.523

Force components x, y, z for each atom (eV/Å):
-0.079 -0.021 -0.021
0.056 0.180 -0.206
-0.579 0.317 0.088
-0.171 0.230 0.028
-0.265 -0.318 -0.134
0.178 0.281 0.240
0.216 0.102 -0.025
0.032 0.163 -0.374
0.542 -0.407 0.230
-0.164 -0.164 0.162
0.603 -0.278 0.004
-0.174 -0.757 -0.205
0.134 1.128 0.211
-0.155 -0.413 0.107
-0.174 -0.046 -0.105

As for the SMILES: C/C=C\O.C=C=O. The calculation puts the energy above the lowest of the compared OMol25 structures with the same formula, charge and spin at 227.6 kJ/mol. The value obtained for the total energy is -345.71826 Eh.


(2)
Density functional theory data (ωB97M-V/def2-TZVPD) for an isolated ion of composition C5H12N4 and charge +2.

Element x y z (Å)
C  1.430  1.630  0.613
C  0.689  0.447  0.203
N  1.047  -0.783  -0.118
C  2.289  -1.288  -0.602
N  -0.013  -1.544  -0.306
N  -1.054  -0.836  -0.142
C  -2.322  -1.530  -0.487
N  -0.676  0.416  0.206
C  -1.523  1.593  0.438
H  2.505  1.454  0.378
H  1.034  2.492  0.148
H  1.479  1.810  1.671
H  2.908  -1.605  0.322
H  2.224  -2.366  -1.069
H  2.976  -0.407  -1.028
H  -2.743  -1.042  -1.342
H  -2.028  -2.478  -0.776
H  -2.923  -1.572  0.411
H  -1.867  2.052  -0.565
H  -2.386  1.225  0.953
H  -1.045  2.334  1.093

Force components x, y, z for each atom (eV/Å):
2.406 -1.005 -0.467
-2.506 0.362 1.055
-0.989 -0.476 -0.945
4.936 -1.399 1.461
0.171 -0.361 -0.444
1.640 0.072 0.120
-0.742 1.980 1.094
1.009 0.301 -0.243
-1.349 0.637 -1.428
-0.700 0.477 -0.246
-0.145 1.020 -0.706
-0.537 -0.264 0.821
-0.872 0.692 -1.063
-0.350 2.713 0.012
-1.913 -2.280 0.183
-0.573 0.528 -0.213
0.724 -1.938 -0.413
-0.465 0.158 -0.059
0.771 -0.700 1.563
-0.662 -0.024 0.312
0.147 -0.493 -0.395

As for the SMILES: Cc1n(C)n[n+](C)[n+]1C. The calculation puts the energy above the lowest of the compared OMol25 structures with the same formula, charge and spin at 271.6 kJ/mol. Its charge is +2. The value obtained for the total energy is -415.98010 Eh.


(3)
Density functional theory data (ωB97M-V/def2-TZVPD) for a 2-piece molecular cluster, C11H15N overall.

Element x y z (Å)
C  2.808  3.123  -0.069
C  2.314  1.804  0.176
C  2.624  1.068  1.258
N  2.116  -0.241  1.180
C  1.325  -0.274  0.060
C  0.631  -1.395  -0.435
C  -0.032  -1.150  -1.581
C  -0.251  0.174  -2.211
C  0.499  1.189  -1.672
C  1.363  0.970  -0.591
H  3.883  3.342  -0.043
H  2.324  3.883  0.530
H  2.679  3.669  -1.107
H  3.052  1.549  2.125
H  2.620  -0.943  1.755
H  0.601  -2.336  0.133
H  -0.599  -1.878  -1.940
H  -1.054  0.266  -2.939
H  0.557  2.182  -2.112
C  -3.268  -2.045  1.709
C  -3.541  -1.703  0.194
H  -3.350  -1.148  2.357
H  -3.930  -2.804  1.997
H  -2.261  -2.424  1.838
H  -3.680  -0.631  -0.164
H  -4.600  -2.051  0.022
H  -2.831  -2.196  -0.471

Force components x, y, z for each atom (eV/Å):
0.579 4.499 -2.757
-1.658 -2.196 -0.961
0.269 -0.152 0.137
1.139 1.514 1.668
0.488 -1.267 0.166
0.963 0.919 0.871
-0.426 3.905 -0.431
1.084 -2.128 2.035
0.464 0.889 -0.874
0.667 -0.277 0.741
-0.014 -0.816 0.808
-0.056 0.162 0.653
-0.544 -1.864 1.313
0.542 -0.797 0.218
-1.313 0.349 -1.117
0.078 0.385 -0.603
-2.377 -3.257 -1.751
0.561 0.136 -0.084
-0.466 -0.017 -0.024
1.091 2.299 -1.276
-1.907 0.509 0.145
-0.179 -0.641 -0.292
-1.007 -0.936 0.665
0.269 -0.022 0.008
0.905 -1.000 1.049
1.139 -0.185 -0.316
-0.290 -0.013 0.008

As for the SMILES: Cc1c[nH]c2ccccc12.CC. The calculation puts the energy above the lowest of the compared OMol25 structures with the same formula, charge and spin at 191.3 kJ/mol. The value obtained for the total energy is -482.84233 Eh.


(4)
Density functional theory data (ωB97M-V/def2-TZVPD) for C22H52LiN2O18P as an isolated structure.

Element x y z (Å)
C  5.899  -28.578  39.867
N  7.010  -29.595  39.897
C  6.921  -30.297  38.580
C  8.325  -28.990  40.077
C  6.570  -30.663  40.924
C  6.532  -30.183  42.383
O  6.086  -31.016  43.465
H  5.861  -28.128  38.867
H  6.011  -27.668  40.871
H  4.690  -28.980  40.025
H  6.797  -29.478  37.937
H  5.990  -30.614  38.107
H  7.714  -31.083  38.478
H  8.419  -28.419  40.908
H  8.458  -28.384  39.228
H  9.100  -29.714  40.131
H  7.354  -31.294  40.929
H  5.567  -30.967  40.703
H  6.009  -29.323  42.526
H  7.522  -29.992  42.520
H  5.125  -31.272  43.134
C  7.869  -34.232  36.046
N  6.562  -34.382  36.596
C  5.656  -33.251  36.174
C  5.915  -35.686  36.245
C  6.670  -34.299  38.115
C  5.373  -34.485  38.907
O  5.850  -34.172  40.244
H  8.447  -33.318  36.277
H  7.766  -34.391  34.895
H  8.565  -34.967  36.176
H  5.903  -32.995  35.126
H  5.906  -32.211  36.607
H  4.515  -33.274  36.298
H  6.591  -36.530  36.394
H  5.987  -35.826  35.123
H  4.866  -35.647  36.430
H  7.205  -33.257  38.408
H  7.305  -35.106  38.564
H  4.907  -35.451  38.724
H  4.671  -33.671  38.744
H  5.040  -33.798  40.773
Li  3.382  -33.093  43.073
P  3.066  -31.670  41.400
O  1.968  -32.335  42.113
O  4.022  -32.839  41.239
O  3.735  -31.229  42.654
O  2.863  -30.648  40.382
C  4.969  -35.616  48.886
O  5.305  -34.314  48.281
C  4.297  -33.530  47.817
O  3.115  -33.874  48.154
O  4.680  -32.591  46.950
C  3.759  -31.925  46.342
H  5.800  -36.294  48.787
H  4.347  -36.253  48.250
H  4.551  -35.618  49.914
H  3.032  -31.299  46.830
H  3.096  -32.395  45.685
H  4.232  -31.182  45.830
C  10.730  -36.593  45.374
O  9.369  -36.514  44.809
C  9.158  -35.292  44.204
O  10.102  -34.496  43.889
O  7.941  -34.888  43.864
C  7.518  -33.777  43.158
H  10.619  -36.001  46.191
H  11.511  -36.687  44.647
H  10.776  -37.648  45.767
H  7.726  -32.940  43.763
H  6.294  -33.535  43.176
H  8.120  -33.705  42.118
C  3.197  -36.257  41.814
O  2.658  -37.523  42.282
C  1.411  -37.679  42.151
O  0.516  -36.969  41.644
O  1.075  -38.984  42.477
C  -0.286  -39.493  42.395
H  2.488  -35.377  42.150
H  3.219  -36.468  40.609
H  4.393  -36.171  42.186
H  -0.913  -39.018  43.233
H  0.048  -40.426  42.404
H  -0.614  -39.289  41.483
C  1.032  -34.676  44.978
O  1.839  -35.746  45.382
C  3.173  -35.755  45.126
O  3.663  -34.682  44.596
O  3.727  -36.765  45.620
C  5.196  -36.912  45.502
H  1.176  -33.777  45.638
H  0.016  -34.985  44.854
H  1.281  -34.321  44.061
H  5.282  -36.769  44.510
H  5.394  -37.735  45.864
H  5.775  -36.039  45.820

Force components x, y, z for each atom (eV/Å):
-3.368 2.666 3.119
-3.917 -1.532 1.048
0.658 -0.390 -0.454
-0.347 -1.354 -1.781
-2.026 2.100 1.645
-0.608 -1.772 0.798
0.852 -0.575 -2.055
0.438 0.452 0.510
-0.027 -3.016 -3.541
3.628 0.091 -0.129
2.278 1.530 -1.833
-0.983 -1.311 2.228
-0.574 1.258 -0.187
-0.388 1.691 2.674
0.486 0.879 -1.100
0.486 -1.015 -0.177
2.088 -3.141 -0.577
-0.319 -0.826 -0.907
-1.682 2.841 -0.307
3.132 0.868 1.301
-0.740 0.570 0.048
0.513 1.645 -4.705
-1.889 0.278 2.579
-0.576 3.229 -1.216
1.634 -0.138 -3.674
1.190 1.083 2.050
0.902 2.586 1.712
-0.025 -2.016 -1.366
-1.139 -0.057 -0.027
0.018 1.082 1.651
1.215 -2.639 1.642
-0.437 -0.831 0.178
0.172 -2.070 0.263
1.903 -1.049 0.113
-0.552 0.012 1.690
-0.415 1.027 0.639
-0.364 -0.543 0.958
-1.520 -2.449 -0.867
0.004 0.552 -1.114
0.068 -0.298 0.371
-0.566 -0.080 -0.622
-0.319 1.077 -0.319
-0.156 0.126 0.129
-0.349 -0.695 1.656
-6.155 -2.631 0.170
3.277 -4.315 -3.643
4.310 4.727 5.120
0.268 1.833 -3.068
-0.728 -0.189 -0.680
0.494 -0.067 -0.197
-4.122 -3.613 1.545
3.642 2.317 -1.705
3.725 -4.478 4.633
-4.659 3.770 -2.099
1.399 0.733 0.635
-1.077 1.012 -0.119
0.392 0.569 -0.798
-0.195 -0.053 1.969
-0.412 -1.730 -1.264
1.551 1.767 -2.106
-1.910 -4.429 -1.228
-0.865 1.833 -1.340
3.349 4.248 -2.328
-1.925 -2.956 1.416
-1.223 -5.065 2.212
-0.904 2.292 -2.233
1.273 2.315 2.041
0.397 1.526 -0.367
-0.533 0.831 -0.068
1.007 1.384 0.383
3.133 -1.871 -0.689
-1.892 -0.139 2.222
1.620 0.537 -1.846
2.563 0.897 1.091
-6.600 -1.505 -2.190
2.782 -0.646 1.462
1.692 1.551 0.620
1.410 4.592 3.898
1.712 -1.633 -1.021
-0.050 1.363 2.912
-3.702 -0.189 -0.852
0.787 -1.287 -1.279
-0.211 -4.716 0.901
-2.018 1.180 -3.817
0.096 1.540 1.999
1.321 -2.233 0.247
-2.417 7.492 -1.570
-0.232 -3.993 1.169
1.700 -1.968 1.507
-3.273 9.079 -1.981
-0.441 -1.099 -0.149
-0.571 -0.474 0.669
1.077 0.931 -3.058
1.097 -0.635 -3.712
2.155 -8.087 3.495
-0.499 -0.166 1.044

The calculation puts the energy above the lowest of the compared OMol25 structures with the same formula, charge and spin at 382.0 kJ/mol. The value obtained for the total energy is -2681.69495 Eh.


(5)
Density functional theory data (ωB97M-V/def2-TZVPD) for C3H8N2O2 as an isolated structure.

Element x y z (Å)
C  0.786  -0.641  -1.663
C  -0.376  -0.676  2.017
N  0.725  0.232  -0.500
N  0.510  1.502  -0.807
C  -0.791  -0.201  0.651
O  -0.006  2.227  0.197
O  -1.712  -0.614  0.003
H  -0.722  1.484  0.568
H  -0.003  1.652  -1.688
H  1.713  -0.478  -2.217
H  -0.070  -0.501  -2.335
H  0.764  -1.666  -1.297
H  -0.655  -1.720  2.171
H  -0.862  -0.065  2.780
H  0.700  -0.534  2.120

Force components x, y, z for each atom (eV/Å):
-0.479 0.162 0.166
0.333 0.423 0.045
-0.412 -0.540 2.428
0.479 1.196 -1.937
0.176 -1.223 -1.970
-0.921 -1.763 0.617
0.181 0.271 0.626
1.096 1.441 -0.240
-0.268 -0.108 0.382
-0.058 0.067 0.167
-0.017 0.035 -0.066
0.072 0.045 -0.060
-0.028 0.078 -0.133
-0.079 -0.001 -0.050
-0.075 -0.083 0.027

The calculation puts the energy above the lowest of the compared OMol25 structures with the same formula, charge and spin at 585.0 kJ/mol. The value obtained for the total energy is -378.91821 Eh.